Model A:
Here is 2 unconnected molecules or ions with the total composition H3N2OS from OMol25. Energies are from wB97M-V/def2-TZVPD.

Results
gap between HOMO and LUMO	7.30	eV
E_LUMO	0.1576	hartree
net charge	-1
HOMO energy	-3.01	eV

Cartesian coordinates (Å):
N1 -1.40 -0.39 -0.19
N2 -0.24 -0.11 -0.74
O1 1.48 0.94 1.46
S1 0.07 -0.50 -2.31
H1 -1.98 -0.95 -0.87
H2 1.55 0.07 1.06
H3 0.52 0.94 1.59

---

Model B:
Here is 3 unconnected molecules or ions with the total composition H3N2OS from OMol25. Energies are from wB97M-V/def2-TZVPD.

Results
gap between HOMO and LUMO	6.63	eV
E_LUMO	0.1590	hartree
net charge	-1
HOMO energy	-2.30	eV

Cartesian coordinates (Å):
N1 4.70 1.14 -0.01
N2 5.22 0.14 -0.20
O1 3.96 2.07 0.13
S1 3.71 -1.77 0.02
H1 -2.31 0.42 -0.70
H2 3.34 -1.45 1.29
H3 -1.76 0.86 -0.91

---

Name the least stable of them. model B.

---

Model A:
Here is a molecular structure, C3H5N3S from OMol25. Energies are from wB97M-V/def2-TZVPD.

Results
gap between HOMO and LUMO	9.01	eV
E_LUMO	0.0077	hartree
net charge	0
HOMO energy	-8.80	eV

Cartesian coordinates (Å):
C1 0.42 -0.57 -0.34
C2 -0.90 -0.87 -0.64
C3 -0.82 1.06 0.47
H1 1.50 -1.87 -1.75
H2 1.43 -2.29 -0.15
H3 -1.01 -1.80 -1.28
H4 -1.15 2.94 2.56
H5 1.28 1.12 0.66
N1 1.64 -1.36 -0.55
N2 -1.63 0.26 -0.22
N3 0.40 0.55 0.33
S1 -1.15 2.82 0.92

---

Model B:
Here is C3H5N3S in the gas phase from OMol25. Energies are from wB97M-V/def2-TZVPD.

Results
gap between HOMO and LUMO	9.31	eV
E_LUMO	0.0138	hartree
net charge	0
HOMO energy	-8.93	eV

Cartesian coordinates (Å):
H1 2.10 -2.00 0.04
N1 2.10 -0.98 0.00
C1 0.95 -0.46 -0.14
N2 0.81 0.92 -0.22
C2 -0.58 1.25 -0.01
C3 -1.32 -0.14 0.02
S1 -2.87 -0.50 -0.07
N3 -0.33 -1.03 -0.09
H2 1.49 1.43 0.33
H3 -0.84 1.71 0.93
H4 -0.99 1.86 -0.77
H5 -0.53 -2.04 -0.01

---

Name the least stable of them. model A.

---

Model A:
Here is a molecular structure, CH3IO3S from OMol25. Energies are from wB97M-V/def2-TZVPD.

Results
gap between HOMO and LUMO	7.80	eV
E_LUMO	-0.0570	hartree
net charge	0
HOMO energy	-9.35	eV

Cartesian coordinates (Å):
C1 -1.17 0.35 0.01
O1 -0.46 -2.24 0.34
O2 1.00 -0.50 0.91
O3 2.29 0.65 -1.44
S1 0.01 -1.04 -0.28
I1 2.48 0.77 0.31
H1 -2.12 0.18 0.58
H2 -0.55 1.05 0.54
H3 -1.48 0.76 -0.98

---

Model B:
Here is a molecular structure, CH3IO3S from OMol25. Energies are from wB97M-V/def2-TZVPD.

Results
gap between HOMO and LUMO	9.11	eV
E_LUMO	-0.0330	hartree
net charge	0
HOMO energy	-10.01	eV

Cartesian coordinates (Å):
C1 0.09 0.00 -0.17
O1 3.36 1.33 -0.63
O2 0.76 1.10 -0.75
O3 1.99 1.72 1.38
S1 2.00 1.98 -0.01
I1 3.80 -0.49 -0.20
H1 0.63 -0.87 -0.26
H2 -0.96 0.07 -0.47
H3 0.03 0.34 0.93

---

Name the least stable of them. model A.

---

Model A:
Here is C4H7FN2O in the gas phase from OMol25. Energies are from wB97M-V/def2-TZVPD.

Results
gap between HOMO and LUMO	10.61	eV
E_LUMO	0.0274	hartree
net charge	0
HOMO energy	-9.87	eV

Cartesian coordinates (Å):
C1 -1.22 -1.46 -0.21
O1 0.16 -1.32 -0.02
C2 0.92 -0.34 -0.65
C3 2.28 -0.40 -0.22
N1 3.40 -0.55 -0.07
N2 0.33 1.32 -0.38
C4 -0.21 1.45 1.05
F1 -0.74 1.34 -1.31
H1 -1.54 -1.57 0.84
H2 -1.63 -2.30 -0.88
H3 -1.61 -0.46 -0.57
H4 0.94 -0.39 -1.75
H5 -1.18 0.86 1.14
H6 0.50 1.20 1.85
H7 -0.39 2.60 1.19

---

Model B:
Here is a molecular structure, C4H7FN2O from OMol25. Energies are from wB97M-V/def2-TZVPD.

Results
gap between HOMO and LUMO	9.28	eV
E_LUMO	-0.0020	hartree
net charge	0
HOMO energy	-9.34	eV

Cartesian coordinates (Å):
C1 1.02 1.98 -0.03
C2 0.77 0.37 0.15
C3 -0.56 -1.24 -1.03
C4 -0.83 -2.09 -0.18
H1 -0.46 3.67 0.71
H2 0.23 3.40 -1.46
H3 1.75 2.06 -0.81
H4 1.42 2.26 0.95
H5 -1.06 0.89 -0.70
H6 -0.01 -1.60 -2.16
H7 -0.97 -3.04 -0.69
N1 -0.24 2.77 -0.25
N2 -0.43 0.14 -0.49
O1 1.41 -0.52 0.69
F1 -1.11 -1.99 1.15

---

Model C:
Here is 2 unconnected molecules or ions with the total composition C4H7FN2O from OMol25. Energies are from wB97M-V/def2-TZVPD.

Results
gap between HOMO and LUMO (alpha / beta)	9.76 / 6.28	eV
E_LUMO (alpha / beta)	0.0251 / -0.0243	hartree
net charge	0
HOMO energy (alpha / beta)	-9.07 / -6.95	eV

Cartesian coordinates (Å):
C1 1.29 -1.17 1.22
C2 -0.94 -0.05 -2.62
C3 -0.29 1.23 -1.96
C4 -0.63 0.02 -1.15
N1 0.46 -0.27 3.22
N2 0.49 -0.41 1.80
O1 2.23 -1.87 1.25
F1 -1.73 0.05 -0.37
H1 -1.94 0.26 -3.03
H2 -0.31 -0.55 -3.21
H3 0.77 1.44 -1.85
H4 -0.92 2.08 -2.00
H5 1.26 0.12 3.62
H6 0.37 -1.18 3.81
H7 -0.10 0.29 1.26

---

Name the least stable of them. model C.

---

Model A:
Here is C2H7N3O3 in the gas phase from OMol25. Energies are from wB97M-V/def2-TZVPD.

Results
gap between HOMO and LUMO	11.01	eV
E_LUMO	0.0295	hartree
net charge	0
HOMO energy	-10.20	eV

Cartesian coordinates (Å):
C1 1.36 1.16 0.00
C2 0.39 -0.03 -0.03
N1 0.40 -0.77 -1.14
N2 0.44 -0.85 1.12
O1 -1.03 0.77 0.02
N3 -2.20 0.07 0.01
O2 -3.13 0.75 0.16
O3 -2.25 -1.14 -0.22
H1 1.61 1.62 0.95
H2 2.36 0.93 -0.42
H3 1.08 1.99 -0.69
H4 0.26 -1.71 -0.94
H5 -0.15 -0.48 -1.93
H6 0.86 -0.58 1.99
H7 0.01 -1.71 1.12

---

Model B:
Here is 2 unconnected molecules or ions with the total composition C2H7N3O3 from OMol25. Energies are from wB97M-V/def2-TZVPD.

Results
gap between HOMO and LUMO	8.75	eV
E_LUMO	-0.0006	hartree
net charge	0
HOMO energy	-8.77	eV

Cartesian coordinates (Å):
C1 -2.63 0.03 0.09
C2 0.88 -0.08 -0.01
H1 -3.39 -0.68 0.63
H2 -2.49 0.48 1.07
H3 -2.97 0.83 -0.66
H4 -0.09 -1.72 -0.11
H5 0.11 1.98 0.33
H6 2.81 2.20 -0.35
H7 2.77 -2.57 -0.66
N1 -0.32 -0.77 0.39
N2 0.83 1.37 -0.35
N3 1.92 -0.68 -0.30
O1 -1.35 -0.19 -0.54
O2 2.04 1.77 0.31
O3 1.91 -1.95 0.15

---

Model C:
Here is 2 unconnected molecules or ions with the total composition C2H7N3O3 from OMol25. Energies are from wB97M-V/def2-TZVPD.

Results
gap between HOMO and LUMO	9.91	eV
E_LUMO	0.0207	hartree
net charge	0
HOMO energy	-9.35	eV

Cartesian coordinates (Å):
N1 -1.44 0.68 -1.04
C1 -0.21 1.24 -0.56
O1 -0.36 1.80 0.70
N2 0.85 0.21 -0.43
O2 0.95 -0.60 -1.60
H1 -1.70 -0.14 -0.50
H2 -1.36 0.42 -2.01
H3 0.08 2.06 -1.23
H4 -0.72 1.13 1.30
H5 1.75 0.66 -0.31
H6 0.48 -1.42 -1.38
N3 0.89 -1.14 2.14
C2 0.08 -1.59 1.40
O3 -0.73 -1.87 0.61
H7 1.44 -1.44 2.91

---

Name the least stable of them. model B.

---

Model A:
Here is C32H44N4O4 in the gas phase from OMol25. Energies are from wB97M-V/def2-TZVPD.

Results
gap between HOMO and LUMO	8.50	eV
E_LUMO	0.0196	hartree
net charge	0
HOMO energy	-7.97	eV

Cartesian coordinates (Å):
C1 0.02 7.95 -2.66
C2 -0.16 6.78 -1.74
C3 0.91 5.95 -1.43
C4 0.76 4.88 -0.57
C5 -0.48 4.60 0.00
N1 -0.57 3.50 0.86
C6 -1.66 2.99 1.48
O1 -2.80 3.41 1.41
C7 -1.26 1.77 2.30
C8 -0.72 0.62 1.44
C9 0.72 0.22 1.69
O2 1.66 0.99 1.72
N2 0.75 -1.12 1.87
C10 1.94 -1.87 2.20
C11 3.11 -1.59 1.26
C12 2.88 -2.15 -0.16
N3 3.67 -1.55 -1.21
C13 5.10 -1.63 -1.01
C14 5.81 -1.30 -2.32
C15 5.40 0.08 -2.81
C16 3.87 0.20 -2.90
C17 3.30 -0.66 -4.02
C18 3.26 -0.20 -1.56
C19 -0.56 -1.76 1.87
C20 -0.84 -2.48 0.54
O3 -0.36 -2.11 -0.51
N4 -1.67 -3.53 0.67
C21 -2.13 -4.32 -0.46
C22 -3.59 -3.99 -0.79
C23 -4.06 -4.83 -1.98
C24 -3.90 -6.32 -1.68
C25 -2.45 -6.64 -1.35
C26 -1.97 -5.81 -0.16
C27 -1.52 -0.58 2.00
C28 -2.90 -0.46 1.40
C29 -3.43 0.58 2.04
C30 -2.40 1.02 3.06
O4 -1.74 -0.21 3.36
C31 -1.56 5.42 -0.31
C32 -1.40 6.49 -1.16
H1 0.49 7.63 -3.59
H2 -0.93 8.41 -2.89
H3 0.67 8.69 -2.19
H4 1.88 6.15 -1.86
H5 1.60 4.24 -0.34
H6 0.31 3.02 1.01
H7 -0.51 2.07 3.04
H8 -0.88 0.77 0.37
H9 2.24 -1.62 3.23
H10 1.68 -2.93 2.16
H11 4.01 -2.02 1.69
H12 3.25 -0.51 1.20
H13 1.83 -2.03 -0.43
H14 3.10 -3.23 -0.16
H15 5.35 -2.64 -0.69
H16 5.45 -0.93 -0.23
H17 5.55 -2.05 -3.06
H18 6.89 -1.34 -2.17
H19 5.85 0.29 -3.78
H20 5.76 0.83 -2.10
H21 3.62 1.24 -3.10
H22 3.38 -1.71 -3.76
H23 2.24 -0.44 -4.16
H24 3.82 -0.48 -4.96
H25 2.17 -0.19 -1.63
H26 3.56 0.53 -0.79
H27 -0.65 -2.43 2.73
H28 -2.08 -3.73 1.57
H29 -1.49 -4.04 -1.30
H30 -3.68 -2.93 -1.03
H31 -4.21 -4.20 0.08
H32 -5.11 -4.60 -2.19
H33 -3.47 -4.58 -2.86
H34 -4.23 -6.91 -2.54
H35 -4.54 -6.59 -0.83
H36 -2.34 -7.70 -1.11
H37 -1.82 -6.43 -2.21
H38 -0.93 -6.03 0.06
H39 -2.57 -6.06 0.72
H40 -3.27 -1.03 0.58
H41 -4.37 1.08 1.89
H42 -2.76 1.51 3.95
H43 -2.53 5.21 0.13
H44 -2.24 7.12 -1.39

---

Model B:
Here is 8 unconnected molecules or ions with the total composition C32H44N4O4 from OMol25. Energies are from wB97M-V/def2-TZVPD.

Results
gap between HOMO and LUMO	9.64	eV
E_LUMO	0.0189	hartree
net charge	0
HOMO energy	-9.12	eV

Cartesian coordinates (Å):
C1 4.80 2.98 -1.55
C2 4.27 3.71 -2.62
C3 3.93 5.01 -2.33
N1 3.82 5.55 -1.12
C4 4.32 4.83 -0.11
C5 4.85 3.55 -0.30
H1 5.17 2.00 -1.65
H2 4.19 3.21 -3.56
H3 3.60 5.69 -3.17
H4 4.45 5.23 0.90
H5 5.26 2.98 0.54
C6 3.63 -2.59 1.72
C7 2.27 -2.70 2.06
C8 1.77 -1.82 3.06
N2 2.49 -0.95 3.73
C9 3.77 -0.93 3.48
C10 4.37 -1.72 2.51
H6 4.05 -3.18 0.95
H7 1.68 -3.53 1.66
H8 0.73 -1.82 3.23
H9 4.36 -0.25 4.07
H10 5.42 -1.53 2.29
C11 1.33 0.81 0.67
C12 1.61 -0.27 -0.15
C13 0.55 -1.16 -0.42
N3 -0.66 -1.12 0.06
C14 -0.98 -0.06 0.86
C15 -0.03 0.92 1.15
H11 2.09 1.58 0.79
H12 2.61 -0.42 -0.51
H13 0.76 -1.99 -1.07
H14 -2.00 -0.02 1.27
H15 -0.37 1.80 1.75
C16 -3.56 5.02 0.44
C17 -3.24 3.71 0.20
C18 -3.88 2.69 0.90
N4 -4.80 2.91 1.86
C19 -5.18 4.19 2.03
C20 -4.60 5.25 1.32
H16 -2.97 5.81 -0.01
H17 -2.41 3.42 -0.38
H18 -3.46 1.70 0.98
H19 -6.02 4.48 2.77
H20 -4.62 6.31 1.55
C21 7.47 -0.50 -1.63
C22 6.23 -1.19 -1.20
C23 6.30 -2.67 -1.09
O1 5.20 -0.65 -0.92
H21 7.91 -0.05 -0.65
H22 7.29 0.25 -2.41
H23 8.17 -1.20 -2.13
H24 6.65 -3.09 -2.02
H25 5.28 -2.99 -0.89
H26 6.98 -2.91 -0.26
C24 -1.62 -4.23 1.35
C25 -1.38 -4.96 0.07
C26 -2.48 -5.08 -0.88
O2 -0.31 -5.46 -0.12
H27 -2.10 -4.94 2.06
H28 -2.40 -3.48 1.21
H29 -0.73 -3.89 1.82
H30 -2.27 -5.50 -1.84
H31 -2.90 -4.12 -1.10
H32 -3.23 -5.68 -0.41
C27 -5.26 -0.22 2.29
C28 -5.29 -0.27 0.78
C29 -6.42 0.48 0.05
O3 -4.54 -0.96 0.13
H33 -5.55 0.81 2.66
H34 -4.21 -0.42 2.58
H35 -5.91 -0.96 2.65
H36 -7.28 0.00 0.43
H37 -6.31 0.38 -1.03
H38 -6.51 1.50 0.35
C30 -3.92 0.44 -3.23
C31 -2.89 -0.66 -3.36
C32 -3.19 -1.92 -2.53
O4 -1.89 -0.52 -4.06
H39 -4.55 0.19 -2.40
H40 -4.53 0.43 -4.15
H41 -3.50 1.44 -3.08
H42 -4.15 -2.37 -2.60
H43 -3.06 -1.67 -1.49
H44 -2.46 -2.66 -2.78

---

Name the least stable of them. model B.

---

Model A:
Here is a molecular structure, H20O10Xe from OMol25. Energies are from wB97M-V/def2-TZVPD.

Results
gap between HOMO and LUMO	10.68	eV
E_LUMO	0.0026	hartree
net charge	0
HOMO energy	-10.61	eV

Cartesian coordinates (Å):
Xe1 -0.58 -0.46 0.96
O1 2.21 -2.22 3.19
H1 1.84 -2.71 2.45
H2 2.55 -1.41 2.80
O2 -2.20 -3.30 -1.07
H3 -2.59 -4.05 -1.52
H4 -2.31 -3.48 -0.14
O3 2.80 0.51 2.11
H5 3.71 0.78 2.25
H6 2.78 0.16 1.22
O4 -2.56 2.06 -1.21
H7 -1.98 2.26 -0.48
H8 -3.43 2.35 -0.91
O5 3.03 -0.74 -0.38
H9 2.97 0.12 -0.79
H10 3.96 -0.84 -0.18
O6 0.47 2.61 3.08
H11 1.41 2.73 2.92
H12 0.05 2.93 2.28
O7 1.29 0.40 -3.17
H13 1.04 -0.32 -2.60
H14 0.46 0.74 -3.51
O8 -0.15 -2.02 -2.40
H15 -0.78 -2.52 -1.88
H16 0.68 -2.50 -2.30
O9 -1.32 3.34 1.05
H17 -2.05 3.50 1.65
H18 -1.08 4.21 0.72
O10 -3.77 -0.80 -1.46
H19 -3.31 0.03 -1.63
H20 -3.12 -1.36 -1.05

---

Model B:
Here is a molecular structure, H20O10Xe from OMol25. Energies are from wB97M-V/def2-TZVPD.

Results
gap between HOMO and LUMO	10.22	eV
E_LUMO	-0.0063	hartree
net charge	0
HOMO energy	-10.39	eV

Cartesian coordinates (Å):
Xe1 -4.38 9.00 15.61
O1 -1.76 7.14 17.30
H1 -1.07 7.56 16.80
H2 -2.13 7.84 17.84
O2 -7.67 7.10 17.10
H3 -8.40 6.71 16.63
H4 -6.91 6.56 16.85
O3 -3.25 10.75 12.52
H5 -3.38 9.80 12.46
H6 -3.40 11.07 11.63
O4 -4.00 7.82 12.27
H7 -4.62 8.00 11.56
H8 -3.49 7.08 11.95
O5 -4.62 12.74 13.79
H9 -5.52 12.72 13.46
H10 -4.22 11.95 13.42
O6 -3.15 5.69 15.33
H11 -2.45 5.63 14.69
H12 -2.83 6.30 15.99
O7 -5.86 5.95 13.42
H13 -5.18 6.45 12.98
H14 -5.70 6.08 14.36
O8 -2.86 9.06 19.10
H15 -2.96 9.99 18.88
H16 -2.20 9.06 19.79
O9 -6.58 9.51 18.35
H17 -6.98 8.78 17.87
H18 -6.75 10.27 17.80
O10 -5.76 5.32 16.30
H19 -5.48 4.89 17.11
H20 -4.94 5.62 15.89

---

Name the least stable of them. model A.

---

Model A:
Here is C21H29N3O4S in the gas phase from OMol25. Energies are from wB97M-V/def2-TZVPD.

Results
gap between HOMO and LUMO	8.33	eV
E_LUMO	0.0177	hartree
net charge	0
HOMO energy	-7.85	eV

Cartesian coordinates (Å):
C1 -6.49 -0.73 1.61
O1 -6.60 0.34 0.70
C2 -5.52 0.65 -0.06
C3 -5.67 1.73 -0.94
C4 -4.62 2.12 -1.74
C5 -3.41 1.45 -1.70
C6 -3.26 0.37 -0.84
N1 -2.05 -0.34 -0.82
S1 -1.40 -0.87 0.64
O2 -1.05 0.25 1.47
O3 -2.26 -1.87 1.22
C7 0.08 -1.61 0.05
C8 1.14 -0.82 -0.46
C9 0.99 0.65 -0.64
O4 0.36 1.08 -1.60
N2 1.54 1.44 0.29
C10 2.14 0.94 1.50
C11 3.67 0.82 1.42
C12 4.33 1.89 0.54
C13 3.79 3.30 0.76
C14 2.60 3.63 -0.14
C15 1.33 2.87 0.22
C16 2.12 -1.69 -0.87
C17 3.41 -1.43 -1.55
N3 1.70 -2.97 -0.59
C18 2.46 -4.15 -0.88
C19 0.45 -2.93 -0.03
C20 -0.31 -4.14 0.40
C21 -4.31 -0.03 -0.02
H1 -7.45 -0.78 2.13
H2 -5.69 -0.56 2.34
H3 -6.30 -1.68 1.10
H4 -6.62 2.24 -0.96
H5 -4.75 2.95 -2.41
H6 -2.58 1.76 -2.32
H7 -1.33 0.13 -1.36
H8 1.87 1.62 2.31
H9 1.71 -0.03 1.75
H10 4.07 0.89 2.43
H11 3.94 -0.16 1.03
H12 5.40 1.86 0.73
H13 4.18 1.62 -0.51
H14 3.52 3.45 1.81
H15 4.59 4.02 0.53
H16 2.38 4.70 -0.08
H17 2.87 3.41 -1.18
H18 0.57 3.05 -0.55
H19 0.94 3.21 1.18
H20 3.51 -0.36 -1.73
H21 3.45 -1.94 -2.51
H22 4.26 -1.76 -0.95
H23 1.96 -5.02 -0.47
H24 2.56 -4.28 -1.96
H25 3.46 -4.08 -0.44
H26 -1.25 -3.80 0.81
H27 0.23 -4.70 1.16
H28 -0.50 -4.79 -0.45
H29 -4.15 -0.87 0.64

---

Model B:
Here is C21H29N3O4S in the gas phase from OMol25. Energies are from wB97M-V/def2-TZVPD.

Results
gap between HOMO and LUMO	8.81	eV
E_LUMO	0.0243	hartree
net charge	0
HOMO energy	-8.14	eV

Cartesian coordinates (Å):
C1 -3.69 -3.60 0.52
N1 -4.63 -2.70 -0.10
C2 -4.81 -2.90 -1.52
S1 -4.43 -1.11 0.33
O1 -5.47 -0.36 -0.30
O2 -4.32 -1.07 1.76
N2 -2.94 -0.73 -0.37
C3 -1.87 -0.46 0.57
C4 -1.95 0.95 1.13
N3 -1.95 1.93 0.05
C5 -1.89 3.29 0.56
C6 -0.44 3.76 0.74
O3 0.17 3.03 1.78
C7 0.33 3.63 -0.60
O4 1.73 3.59 -0.43
C8 2.35 2.38 -0.30
C9 1.70 1.16 -0.14
C10 2.45 0.00 -0.02
C11 3.84 0.02 -0.05
C12 4.62 -1.22 0.08
C13 5.75 -1.44 -0.70
C14 6.48 -2.60 -0.58
C15 6.09 -3.58 0.33
C16 4.97 -3.37 1.11
C17 4.23 -2.21 0.99
C18 4.47 1.25 -0.19
C19 3.74 2.41 -0.32
C20 -3.09 1.69 -0.81
C21 -3.00 0.29 -1.41
H1 -2.70 -3.54 0.05
H2 -4.06 -4.62 0.45
H3 -3.61 -3.32 1.57
H4 -3.86 -2.80 -2.06
H5 -5.23 -3.89 -1.70
H6 -5.50 -2.14 -1.87
H7 -1.95 -1.19 1.38
H8 -0.92 -0.61 0.03
H9 -1.09 1.15 1.77
H10 -2.87 1.02 1.74
H11 -2.36 3.96 -0.17
H12 -2.41 3.40 1.51
H13 -0.46 4.83 1.03
H14 1.11 3.24 1.78
H15 -0.03 2.75 -1.14
H16 0.13 4.52 -1.21
H17 0.63 1.10 -0.09
H18 1.93 -0.95 0.09
H19 6.05 -0.69 -1.42
H20 7.35 -2.76 -1.19
H21 6.66 -4.49 0.42
H22 4.66 -4.13 1.82
H23 3.37 -2.05 1.62
H24 5.55 1.30 -0.20
H25 4.23 3.37 -0.43
H26 -3.08 2.43 -1.62
H27 -4.05 1.77 -0.27
H28 -3.87 0.09 -2.02
H29 -2.09 0.20 -2.01

---

Name the least stable of them. model B.